1) 23
Properties=species:S:1:pos:R:3:nbo_charge:R:1 method="wB97M-V/def2-TZVPD" e_lumo_ev=1.03 homo_ev=-9.047 orbital_gap_ha=0.3704 smiles=Cc1ccccc1.CC
C -0.03221 -0.00059 -2.90322 -0.626
C -0.76131 -0.61888 -1.69372 -0.612
H 0.92563 0.43065 -2.55728 0.208
H -0.08948 -0.95990 -3.58571 0.215
H -0.50419 0.93807 -3.27361 0.206
H -0.80894 0.08136 -0.81105 0.215
H -1.83015 -0.88230 -1.79888 0.200
H -0.25645 -1.50066 -1.45539 0.188
C 1.60216 -1.52597 1.38065 -0.663
C -0.62386 -0.45643 1.77958 -0.229
C 0.68200 -0.33685 1.27578 0.004
C -1.52367 0.53074 1.62203 -0.195
C -1.14385 1.75204 0.98431 -0.230
C 1.07006 0.83158 0.66604 -0.226
C 0.18789 1.89675 0.53849 -0.215
H -0.93918 -1.33700 2.33479 0.213
H -2.46064 0.48814 2.14548 0.213
H 2.65849 -1.53947 1.07680 0.224
H 1.26360 -2.28316 0.66642 0.229
H -1.89600 2.51432 0.94217 0.217
H 2.05815 0.89797 0.14752 0.214
H 0.70027 2.77277 0.06935 0.222
H 1.72169 -1.69319 2.44946 0.228

***

2) 23
Properties=species:S:1:pos:R:3:nbo_charge:R:1 method="wB97M-V/def2-TZVPD" e_lumo_ev=1.04 homo_ev=-9.076 orbital_gap_ha=0.3717 smiles=Cc1ccccc1.CC
C -1.83339 0.18734 -2.45084 -0.632
C -0.40227 -0.81778 0.90237 -0.190
C -1.09497 -0.08937 -0.06274 -0.232
C 0.31589 -1.95203 0.61300 -0.238
C -1.02479 -0.53393 -1.38355 0.006
C 0.45887 -2.31691 -0.71938 -0.193
C -0.18628 -1.58802 -1.71218 -0.232
H -0.48069 -0.41518 1.90809 0.209
H -1.71615 0.76417 0.21330 0.215
H 0.75046 -2.59328 1.37797 0.216
H 1.10480 -3.13016 -1.01242 0.210
H -1.32771 1.11535 -2.72477 0.220
H -2.83744 0.33977 -2.07593 0.217
H -0.02420 -1.88710 -2.73987 0.209
H -1.93551 -0.44356 -3.32391 0.213
C 0.88157 2.79097 1.85081 -0.621
C 2.34915 2.63800 2.26282 -0.615
H 0.63052 3.82511 1.55842 0.200
H 0.66432 2.22639 0.94294 0.213
H 0.20599 2.65788 2.68278 0.206
H 2.47211 2.56408 3.33614 0.206
H 2.94480 3.42469 1.79430 0.206
H 2.74214 1.70867 1.84659 0.205

***

3) 23
Properties=species:S:1:pos:R:3:nbo_charge:R:1 method="wB97M-V/def2-TZVPD" e_lumo_ev=0.95 homo_ev=-8.937 orbital_gap_ha=0.3633 smiles=Cc1ccccc1.CC
C 1.01145 -1.79530 1.07569 -0.609
C 0.66120 -2.47074 2.42723 -0.624
H 0.54568 -1.93681 0.10822 0.207
H 1.02596 -0.77423 1.11667 0.200
H 2.01892 -2.21708 0.77164 0.190
H 0.68908 -3.55436 2.09785 0.205
H 1.61456 -2.41415 3.00758 0.215
H -0.31377 -2.13775 2.90617 0.217
C 0.94631 2.03960 -2.37987 -0.665
C -0.44034 0.12213 -1.52926 -0.238
C -0.13582 1.47442 -1.38457 0.014
C -1.36742 -0.38242 -0.62960 -0.194
C -0.44161 2.13459 -0.22379 -0.238
C -2.04452 0.39386 0.41461 -0.224
C -1.49104 1.66716 0.64513 -0.194
H 0.19623 -0.56136 -2.09555 0.220
H -1.55763 -1.42518 -0.90134 0.207
H 2.02259 2.01821 -1.91248 0.222
H 0.60713 3.16059 -2.52862 0.219
H 0.02236 2.93465 0.17743 0.212
H -2.81435 -0.08679 0.83860 0.207
H -1.94073 2.15516 1.48114 0.215
H 1.18574 1.65577 -3.48286 0.235

***

4) 23
Properties=species:S:1:pos:R:3:nbo_charge:R:1 method="wB97M-V/def2-TZVPD" e_lumo_ev=1.00 homo_ev=-9.068 orbital_gap_ha=0.3701 smiles=Cc1ccccc1.CC
C -1.81513 1.58918 -1.43804 -0.630
C -0.95655 -1.26314 0.94799 -0.194
C -0.15230 -0.61344 1.89032 -0.231
C -1.54735 -0.53143 -0.07789 -0.233
C -1.28978 0.81213 -0.25420 0.005
C -0.05069 0.76346 1.79917 -0.200
C -0.58509 1.49332 0.75171 -0.226
H -0.97483 -2.34209 0.96770 0.210
H 0.29202 -1.24651 2.64064 0.216
H -2.17633 -1.08530 -0.77264 0.209
H 0.49629 1.29043 2.57785 0.209
H -2.58468 2.28931 -1.10291 0.221
H -2.21541 0.91088 -2.19021 0.215
H -0.30467 2.52994 0.62713 0.213
H -1.02316 2.18910 -1.87086 0.218
C 2.77180 -0.60704 -0.65681 -0.612
C 2.57993 -1.44272 -1.91072 -0.610
H 3.69393 -0.03819 -0.68160 0.203
H 1.91488 0.04774 -0.48998 0.210
H 2.74943 -1.25102 0.22368 0.203
H 2.94512 -0.99406 -2.83086 0.203
H 1.52670 -1.68321 -2.05113 0.203
H 3.01722 -2.42856 -1.78263 0.200

***

Stability check: which of them is least stable? 3).

***

1) 23
Properties=species:S:1:pos:R:3:nbo_charge:R:1 method="wB97M-V/def2-TZVPD" e_lumo_ev=0.90 homo_ev=-9.019 orbital_gap_ha=0.3644 smiles=Cc1ccccc1.CC
C -0.86447 2.29052 1.42333 -0.636
C -1.07876 -0.01823 2.32214 -0.207
C -0.26409 1.00981 1.80106 -0.016
C -0.48407 -1.24106 2.59185 -0.213
C 1.06187 0.69731 1.61529 -0.221
C 0.84971 -1.48876 2.37669 -0.220
C 1.65727 -0.55243 1.75091 -0.199
H -2.14193 0.17168 2.51375 0.210
H -1.16959 -2.02659 2.91938 0.211
H -0.40836 3.13023 1.96860 0.222
H -1.85805 2.32433 1.88075 0.214
H 1.64931 1.29369 0.87346 0.200
H 1.23116 -2.44635 2.73403 0.209
H 2.59031 -0.86939 1.30738 0.220
H -0.86894 2.56020 0.37835 0.225
C 0.25666 -1.29147 -3.33051 -0.624
C -0.21605 0.07532 -3.81378 -0.621
H -0.55365 -2.01343 -3.42913 0.210
H 1.28121 -1.60475 -3.69457 0.210
H 0.40103 -1.31364 -2.25372 0.209
H 0.30620 0.45570 -4.68656 0.205
H -1.24725 -0.08969 -4.08730 0.205
H -0.12952 0.94701 -3.16142 0.206

***

2) 23
Properties=species:S:1:pos:R:3:nbo_charge:R:1 method="wB97M-V/def2-TZVPD" e_lumo_ev=0.98 homo_ev=-9.014 orbital_gap_ha=0.3675 smiles=Cc1ccccc1.CC
C -1.40144 1.73039 2.58311 -0.604
C -0.78335 0.32644 2.77771 -0.615
H -0.75888 2.52800 2.96552 0.199
H -1.53160 2.00598 1.53097 0.197
H -2.38730 1.87416 3.03023 0.199
H -0.00089 0.26900 2.02558 0.214
H -0.33756 0.29693 3.75788 0.207
H -1.59687 -0.36833 2.58747 0.204
C -0.93375 0.47426 -2.58892 -0.631
C -0.26624 -0.97265 -0.65478 -0.196
C 0.06606 -0.36382 -1.86533 -0.030
C 0.70579 -1.52335 0.17300 -0.221
C 2.00241 -1.56458 -0.31773 -0.211
C 1.39278 -0.43118 -2.28500 -0.201
C 2.40314 -1.00532 -1.53148 -0.216
H -1.26398 -0.78386 -0.29685 0.203
H 0.51201 -2.04974 1.09347 0.221
H -0.61682 0.66620 -3.61743 0.215
H -1.08038 1.45112 -2.13182 0.220
H 2.79227 -1.86310 0.37009 0.204
H 1.57090 0.07575 -3.22931 0.203
H 3.45212 -0.83059 -1.70399 0.219
H -1.93844 0.05829 -2.67239 0.220

***

3) 23
Properties=species:S:1:pos:R:3:nbo_charge:R:1 method="wB97M-V/def2-TZVPD" e_lumo_ev=0.97 homo_ev=-9.072 orbital_gap_ha=0.3689 smiles=Cc1ccccc1.CC
C 1.75145 -3.69837 -2.33736 -0.587
C 0.54811 -4.29352 -1.54139 -0.596
H 1.46858 -3.70145 -3.34934 0.200
H 1.95108 -2.77568 -2.02893 0.191
H 2.55291 -4.31847 -2.19846 0.199
H -0.46137 -4.02776 -1.84993 0.203
H 0.61087 -4.04607 -0.57020 0.192
H 0.72915 -5.40676 -1.58132 0.198
C 0.51580 -0.15550 -0.83940 -0.654
C -1.99748 1.96160 1.00399 -0.212
C -1.36381 1.11555 0.08041 -0.205
C -1.22657 2.60557 2.00820 -0.222
C 0.02868 0.94840 0.04582 -0.017
C 0.15590 2.47786 1.91418 -0.210
C 0.73964 1.58638 1.04559 -0.217
H -3.05589 1.89372 0.93784 0.214
H -1.88764 0.58430 -0.70574 0.205
H -1.76878 3.26486 2.72752 0.222
H 0.91716 2.96467 2.61179 0.216
H 0.38467 -1.18270 -0.77480 0.232
H 1.62330 -0.19397 -0.97442 0.214
H 1.80578 1.35190 1.31090 0.211
H 0.21991 0.30559 -1.83514 0.222

***

Stability check: which of them is least stable? 3).

***

1) 23
Properties=species:S:1:pos:R:3:nbo_charge:R:1 method="wB97M-V/def2-TZVPD" e_lumo_ev=0.93 homo_ev=-8.895 orbital_gap_ha=0.3612 smiles=Cc1ccccc1.CC
C 3.44511 -1.95401 1.20678 -0.607
C 3.09298 -0.40390 1.40916 -0.608
H 4.20586 -2.23178 1.94265 0.207
H 2.54307 -2.44457 1.12492 0.203
H 3.81651 -2.00931 0.26506 0.195
H 2.92023 -0.01051 0.33099 0.194
H 3.93238 0.16949 1.86603 0.206
H 2.11847 -0.31308 1.96833 0.209
C -2.85593 -1.27376 -0.12714 -0.639
C 0.14869 1.79467 -0.85046 -0.214
C 0.39193 0.41250 -0.92587 -0.207
C -1.20806 2.15544 -0.50818 -0.200
C -0.51670 -0.62361 -0.67340 -0.220
C -2.00268 1.13356 -0.06965 -0.221
C -1.74219 -0.26410 -0.08188 -0.007
H 0.84072 2.51272 -1.20029 0.215
H 1.43039 0.15210 -1.20688 0.204
H -1.63468 3.17674 -0.44726 0.219
H -0.20972 -1.66051 -0.72579 0.213
H -2.85053 1.48793 0.47128 0.201
H -2.53515 -2.26339 -0.45922 0.218
H -3.61792 -1.06922 -0.95500 0.221
H -3.47854 -1.35736 0.74895 0.219

***

2) 23
Properties=species:S:1:pos:R:3:nbo_charge:R:1 method="wB97M-V/def2-TZVPD" e_lumo_ev=0.95 homo_ev=-8.838 orbital_gap_ha=0.3598 smiles=Cc1ccccc1.CC
C -0.02287 -2.07654 0.56631 -0.641
C -2.69444 1.16889 0.93472 -0.250
C -1.85003 0.81124 1.93759 -0.209
C -2.52778 0.66530 -0.38402 -0.189
C -0.77456 -0.14037 1.85077 -0.210
C -1.44807 -0.27359 -0.48929 -0.227
C -0.68283 -0.79638 0.56947 -0.035
H -3.61857 1.65185 0.90535 0.217
H -2.03681 1.20663 2.97021 0.211
H -3.24208 0.89055 -1.25168 0.225
H -0.19637 -0.48531 2.69253 0.218
H -1.34825 -0.65772 -1.56492 0.206
H -0.72883 -2.63749 1.33325 0.238
H 1.03374 -2.08690 0.76916 0.227
H -0.02027 -2.63282 -0.49564 0.219
C 1.98440 0.26627 -0.99032 -0.624
C 3.08842 1.06638 -1.63422 -0.621
H 1.12393 0.25934 -1.61459 0.213
H 2.09579 -0.76182 -0.62512 0.201
H 1.76667 0.64645 0.03505 0.210
H 4.04375 0.75605 -1.58381 0.207
H 2.92327 2.06311 -1.18012 0.211
H 3.13180 1.09687 -2.75067 0.204

***

3) 23
Properties=species:S:1:pos:R:3:nbo_charge:R:1 method="wB97M-V/def2-TZVPD" e_lumo_ev=1.03 homo_ev=-9.008 orbital_gap_ha=0.3689 smiles=Cc1ccccc1.CC
C -2.04983 -1.29735 1.01083 -0.608
C -1.44616 -1.92854 -0.29733 -0.615
H -2.30689 -2.22593 1.68523 0.194
H -1.30637 -0.69507 1.55867 0.214
H -2.87430 -0.68868 0.76792 0.198
H -0.27366 -1.82914 -0.18003 0.206
H -2.00363 -1.42592 -1.01340 0.208
H -1.58935 -2.98050 -0.32429 0.199
C 1.90598 0.21123 -2.13030 -0.639
C 1.29446 0.51081 -0.82181 0.011
C 1.64403 0.12217 0.44606 -0.247
C 0.13009 1.29343 -0.87023 -0.233
C 1.10082 0.74210 1.55337 -0.200
C -0.46359 1.81637 0.25099 -0.203
C 0.05426 1.68271 1.53798 -0.234
H 1.33838 0.13394 -3.03213 0.227
H 2.35522 -0.78130 -2.16499 0.217
H 2.22732 -0.76312 0.67462 0.218
H -0.34566 1.75448 -1.74680 0.218
H 1.53627 0.70451 2.57651 0.209
H -1.31944 2.49774 0.29823 0.208
H -0.18257 2.14791 2.51003 0.226
H 2.57461 0.99816 -2.28911 0.225

***

Stability check: which of them is least stable? 2).

***

1) 23
Properties=species:S:1:pos:R:3:nbo_charge:R:1 method="wB97M-V/def2-TZVPD" e_lumo_ev=1.06 homo_ev=-9.063 orbital_gap_ha=0.3719 smiles=Cc1ccccc1.CC
C -2.06643 1.98712 -0.96429 -0.626
C -0.01687 1.52695 0.43460 -0.216
C -1.29591 1.18757 0.06410 -0.016
C 0.64357 0.73845 1.40498 -0.202
C -1.92577 0.07278 0.63719 -0.215
C 0.07794 -0.43360 1.83005 -0.228
C -1.26541 -0.72407 1.54029 -0.203
H 0.47687 2.43981 0.11927 0.210
H 1.58252 1.11339 1.78654 0.212
H -1.47099 2.81620 -1.34513 0.214
H -2.96883 2.38704 -0.50137 0.217
H -2.99589 -0.02026 0.46164 0.208
H 0.58906 -1.01999 2.57776 0.210
H -1.71313 -1.51437 2.12751 0.216
H -2.34323 1.32482 -1.77963 0.219
C 1.68976 -0.87586 -1.44190 -0.620
C 1.99591 -2.14707 -0.64290 -0.617
H 2.19781 -0.79212 -2.39848 0.202
H 0.64828 -0.69905 -1.72186 0.207
H 1.95251 0.02097 -0.88961 0.208
H 2.48667 -1.89432 0.29465 0.206
H 2.64071 -2.81665 -1.21523 0.206
H 1.08084 -2.67773 -0.37817 0.209

***

2) 23
Properties=species:S:1:pos:R:3:nbo_charge:R:1 method="wB97M-V/def2-TZVPD" e_lumo_ev=0.98 homo_ev=-9.097 orbital_gap_ha=0.3704 smiles=Cc1ccccc1.CC
C -2.05038 0.87560 0.07503 -0.620
C -3.08573 1.42589 -0.93578 -0.607
H -1.41860 -0.02579 -0.46107 0.215
H -1.42741 1.53011 0.63997 0.206
H -2.51262 0.34681 0.90632 0.199
H -3.59012 2.37034 -0.70940 0.212
H -3.61893 0.65699 -1.25078 0.198
H -2.59601 2.00050 -1.85512 0.190
C 1.49338 0.47688 2.36250 -0.636
C 0.63891 -1.42010 0.85021 -0.235
C 1.01764 -0.05181 1.00794 0.014
C 0.38862 -1.86473 -0.49171 -0.189
C 0.43703 -1.01996 -1.61232 -0.249
C 1.24339 0.65591 -0.14354 -0.233
C 1.02840 0.16752 -1.39458 -0.199
H 0.41510 -2.01560 1.66557 0.209
H 0.10088 -3.03349 -0.60546 0.215
H 2.49902 0.37960 2.68148 0.225
H 0.92534 -0.22968 3.13623 0.212
H 0.10348 -1.42295 -2.63223 0.231
H 1.58343 1.65197 0.02640 0.206
H 1.55060 0.73445 -2.22760 0.218
H 1.31827 1.58553 2.37918 0.218

***

3) 23
Properties=species:S:1:pos:R:3:nbo_charge:R:1 method="wB97M-V/def2-TZVPD" e_lumo_ev=1.03 homo_ev=-9.050 orbital_gap_ha=0.3704 smiles=Cc1ccccc1.CC
C -0.45168 -0.26797 1.43106 -0.629
C -1.46841 -2.20103 -1.54878 -0.204
C -1.60679 -1.39431 -0.40954 -0.196
C -0.40011 -2.01090 -2.38404 -0.230
C -0.45111 -0.74393 -0.00933 -0.049
C 0.65716 -1.13131 -2.19263 -0.179
C 0.58369 -0.44316 -0.86587 -0.216
H -2.28848 -2.79297 -1.68603 0.208
H -2.62064 -1.41562 0.10569 0.219
H -0.45474 -2.43596 -3.39297 0.206
H 1.17700 -0.75541 -2.93872 0.199
H 0.51883 0.34745 1.87745 0.209
H -0.32766 -1.26325 1.93732 0.227
H 1.52246 -0.03522 -0.50792 0.210
H -1.35277 0.32810 1.55832 0.226
C 0.52886 3.30559 2.17282 -0.610
C 2.02212 3.08219 2.13966 -0.613
H 0.13485 4.32101 2.42929 0.207
H 0.03986 3.08559 1.26741 0.205
H 0.18463 2.48148 2.95995 0.196
H 2.38351 2.78112 1.09466 0.205
H 2.18261 2.20288 2.87295 0.204
H 2.41817 3.97978 2.42253 0.208

***

4) 23
Properties=species:S:1:pos:R:3:nbo_charge:R:1 method="wB97M-V/def2-TZVPD" e_lumo_ev=0.94 homo_ev=-8.827 orbital_gap_ha=0.3589 smiles=Cc1ccccc1.CC
C 2.88978 0.26627 0.43069 -0.632
C 0.01117 -0.28041 -2.65836 -0.216
C -0.29580 0.14168 -1.43473 -0.220
C 1.28699 -0.82022 -2.81242 -0.202
C 0.61404 0.18525 -0.41226 -0.217
C 2.26487 -0.60667 -1.87285 -0.215
C 1.94685 -0.18023 -0.53019 -0.016
H -0.57700 -0.23503 -3.59848 0.219
H -1.20767 0.74869 -1.30947 0.212
H 1.51868 -1.43165 -3.65232 0.208
H 0.51398 0.60056 0.58796 0.201
H 3.25342 -1.00732 -1.95826 0.200
H 3.19700 1.23954 -0.09913 0.234
H 3.77327 -0.24232 0.68313 0.230
H 2.37880 0.80687 1.38325 0.213
C -2.97397 -0.53425 1.85659 -0.608
C -2.40847 0.76136 2.48565 -0.620
H -2.41158 -1.46469 2.10777 0.204
H -3.91013 -0.79208 2.23376 0.199
H -3.21149 -0.38807 0.89471 0.205
H -2.81497 1.00492 3.45537 0.211
H -2.53575 1.64538 1.86106 0.203
H -1.30202 0.58241 2.35852 0.207

***

Stability check: which of them is least stable? 3).